{"formula": "C79H177N11O11", "method": "ωB97M-V/def2-TZVPD", "symbols": ["O", "O", "O", "O", "O", "O", "O", "O", "O", "O", "O", "N", "N", "N", "N", "N", "N", "N", "N", "N", "N", "N", "C", "C", "C", "C", "C", "C", "C", "C", "C", "C", "C", "C", "C", "C", "C", "C", "C", "C", "C", "C", "C", "C", "C", "C", "C", "C", "C", "C", "C", "C", "C", "C", "C", "C", "C", "C", "C", "C", "C", "C", "C", "C", "C", "C", "C", "C", "C", "C", "C", "C", "C", "C", "C", "C", "C", "C", "C", "C", "C", "C", "C", "C", "C", "C", "C", "C", "C", "C", "C", "C", "C", "C", "C", "C", "C", "C", "C", "C", "C", "H", "H", "H", "H", "H", "H", "H", "H", "H", "H", "H", "H", "H", "H", "H", "H", "H", "H", "H", "H", "H", "H", "H", "H", "H", "H", "H", "H", "H", "H", "H", "H", "H", "H", "H", "H", "H", "H", "H", "H", "H", "H", "H", "H", "H", "H", "H", "H", "H", "H", "H", "H", "H", "H", "H", "H", "H", "H", "H", "H", "H", "H", "H", "H", "H", "H", "H", "H", "H", "H", "H", "H", "H", "H", "H", "H", "H", "H", "H", "H", "H", "H", "H", "H", "H", "H", "H", "H", "H", "H", "H", "H", "H", "H", "H", "H", "H", "H", "H", "H", "H", "H", "H", "H", "H", "H", "H", "H", "H", "H", "H", "H", "H", "H", "H", "H", "H", "H", "H", "H", "H", "H", "H", "H", "H", "H", "H", "H", "H", "H", "H", "H", "H", "H", "H", "H", "H", "H", "H", "H", "H", "H", "H", "H", "H", "H", "H", "H", "H", "H", "H", "H", "H", "H", "H", "H", "H", "H", "H", "H", "H", "H", "H", "H", "H", "H", "H", "H", "H", "H", "H", "H", "H", "H", "H", "H", "H"], "xyz": [[9.577, 14.904, 16.120], [16.428, 19.462, 11.681], [11.640, 14.198, 21.317], [17.879, 10.882, 13.210], [20.906, 12.978, 17.089], [19.200, 21.266, 18.438], [15.536, 11.399, 20.778], [10.048, 24.264, 21.839], [17.043, 19.488, 18.042], [22.047, 15.166, 24.191], [12.835, 12.976, 16.496], [19.013, 12.925, 14.735], [13.800, 12.979, 19.165], [17.720, 19.091, 12.134], [10.004, 18.498, 16.896], [16.423, 12.403, 21.401], [10.206, 17.552, 20.243], [19.980, 21.601, 17.266], [22.117, 12.914, 16.297], [22.178, 15.491, 22.838], [16.228, 18.764, 18.959], [11.439, 24.148, 21.520], [15.621, 17.293, 17.068], [23.339, 16.778, 20.709], [18.146, 21.560, 12.062], [10.605, 15.171, 21.126], [19.989, 19.867, 12.545], [21.927, 16.884, 22.832], [17.551, 18.734, 13.556], [11.027, 22.993, 19.398], [21.910, 23.478, 16.250], [23.989, 14.005, 15.429], [22.778, 17.769, 23.779], [17.737, 16.843, 18.410], [22.008, 17.245, 21.341], [18.188, 18.769, 20.711], [22.954, 11.770, 16.822], [20.435, 17.203, 23.212], [13.748, 24.287, 22.295], [22.224, 21.988, 16.373], [16.378, 20.542, 20.573], [22.043, 10.575, 16.623], [20.487, 23.697, 15.889], [16.746, 10.946, 23.372], [15.841, 18.118, 21.345], [11.124, 21.570, 21.434], [12.320, 16.994, 21.172], [13.179, 22.714, 20.537], [10.393, 17.241, 16.192], [18.449, 10.970, 20.680], [11.898, 25.745, 23.158], [16.696, 19.052, 20.333], [22.895, 14.989, 17.538], [16.674, 17.427, 13.577], [17.442, 12.716, 19.235], [11.485, 13.382, 22.452], [15.741, 16.628, 20.908], [12.127, 23.422, 23.933], [17.737, 12.327, 15.001], [9.360, 16.245, 16.634], [11.722, 22.826, 20.780], [21.438, 21.361, 17.540], [18.882, 20.050, 10.293], [21.843, 15.104, 15.313], [19.893, 19.590, 14.006], [16.769, 13.414, 15.672], [18.918, 18.428, 14.222], [12.497, 11.119, 19.791], [17.721, 12.288, 20.732], [24.170, 11.564, 15.999], [17.388, 13.378, 23.449], [19.587, 23.001, 16.927], [13.029, 11.876, 18.594], [17.354, 10.650, 11.921], [23.225, 13.299, 22.332], [14.122, 22.904, 21.734], [25.011, 12.880, 15.827], [12.299, 24.368, 22.686], [16.295, 17.363, 18.476], [23.455, 14.825, 22.322], [11.826, 16.835, 16.402], [24.708, 15.093, 23.074], [18.808, 13.255, 22.871], [21.886, 21.868, 18.938], [23.560, 15.323, 20.899], [22.716, 14.236, 16.215], [16.378, 12.307, 22.882], [11.129, 16.420, 20.473], [8.464, 14.051, 16.365], [12.041, 12.449, 17.594], [16.852, 19.878, 14.368], [18.657, 20.177, 11.803], [15.039, 12.690, 23.397], [19.374, 23.972, 18.131], [21.691, 19.812, 17.583], [18.262, 22.749, 16.250], [12.088, 13.193, 15.260], [23.281, 11.905, 18.297], [15.517, 16.440, 19.383], [18.720, 13.417, 21.325], [17.073, 11.960, 13.703], [8.376, 16.546, 16.277], [11.196, 22.062, 18.882], [12.123, 16.828, 17.493], [18.667, 20.449, 18.216], [21.218, 16.723, 20.821], [20.172, 24.762, 15.778], [10.490, 19.308, 16.559], [8.645, 12.993, 16.199], [13.397, 23.476, 19.797], [19.477, 12.586, 13.904], [13.240, 13.449, 19.880], [23.273, 21.742, 16.461], [22.463, 9.769, 17.138], [12.045, 15.839, 15.894], [11.473, 23.794, 18.760], [10.659, 12.656, 22.245], [18.672, 18.220, 15.256], [15.845, 12.857, 15.951], [12.427, 17.612, 15.869], [17.962, 20.149, 9.815], [11.381, 11.714, 17.145], [17.638, 10.601, 22.864], [17.873, 15.915, 17.876], [25.444, 13.045, 16.849], [21.515, 19.310, 16.594], [14.840, 18.520, 21.330], [11.921, 17.293, 22.177], [20.838, 19.272, 14.466], [8.049, 14.234, 17.361], [23.629, 10.994, 18.751], [15.138, 11.952, 20.149], [16.727, 16.197, 21.116], [15.897, 20.252, 13.944], [10.094, 21.779, 21.801], [17.144, 13.783, 16.577], [22.115, 14.694, 18.289], [18.356, 14.437, 21.208], [16.952, 11.933, 18.681], [13.727, 11.261, 18.032], [18.288, 22.253, 11.232], [19.004, 13.960, 14.797], [23.827, 14.753, 18.018], [9.516, 16.142, 17.697], [18.781, 23.621, 18.992], [24.636, 14.738, 24.098], [20.230, 12.801, 16.398], [16.841, 13.605, 19.080], [12.610, 23.806, 24.808], [14.415, 16.600, 19.128], [12.765, 17.829, 20.585], [17.413, 20.781, 14.393], [23.309, 17.060, 19.684], [11.156, 13.740, 15.422], [11.872, 10.249, 19.479], [16.225, 18.824, 11.016], [21.892, 18.283, 21.135], [17.386, 11.676, 11.279], [10.842, 25.752, 23.322], [21.346, 14.527, 24.259], [22.282, 18.732, 23.987], [16.712, 19.501, 15.366], [19.510, 14.028, 23.284], [9.947, 23.117, 19.485], [22.357, 12.939, 21.856], [16.892, 16.660, 14.401], [24.145, 12.544, 18.467], [17.137, 12.800, 13.011], [17.536, 22.324, 16.910], [15.648, 17.715, 13.622], [19.324, 17.517, 13.731], [16.018, 11.646, 13.882], [19.505, 20.847, 9.868], [15.552, 16.220, 16.823], [13.034, 16.198, 21.337], [20.211, 18.107, 22.706], [19.699, 16.497, 22.748], [9.274, 17.269, 19.890], [15.139, 22.913, 21.358], [16.599, 20.341, 17.902], [25.754, 12.846, 15.079], [25.551, 14.591, 22.576], [20.309, 18.929, 12.105], [16.460, 14.189, 14.949], [13.294, 21.734, 20.069], [17.803, 23.676, 15.863], [16.189, 20.736, 21.625], [18.685, 22.046, 12.892], [19.408, 19.122, 10.073], [21.233, 21.424, 19.717], [11.234, 13.908, 23.369], [17.117, 21.493, 12.329], [24.572, 14.893, 15.274], [15.076, 16.072, 21.559], [17.863, 10.132, 20.482], [22.876, 14.719, 20.315], [18.258, 17.699, 21.042], [11.393, 13.240, 18.049], [22.133, 10.305, 15.566], [15.939, 10.222, 23.130], [11.858, 12.197, 14.866], [23.853, 11.216, 14.957], [23.785, 17.950, 23.324], [9.718, 14.592, 20.733], [13.308, 10.852, 20.472], [22.558, 24.008, 15.574], [21.841, 22.932, 18.962], [20.911, 15.303, 15.845], [18.442, 12.898, 18.774], [12.781, 13.832, 14.773], [14.651, 17.858, 16.995], [22.048, 23.954, 17.265], [24.676, 10.679, 16.440], [22.954, 16.033, 17.281], [23.227, 12.968, 23.374], [14.296, 24.636, 23.223], [19.153, 12.246, 23.207], [21.091, 19.261, 18.341], [21.008, 10.789, 16.890], [24.567, 15.186, 20.475], [17.254, 21.220, 20.420], [18.496, 19.439, 21.530], [18.410, 22.082, 15.407], [18.414, 17.558, 17.978], [10.246, 18.456, 17.891], [19.087, 10.700, 21.524], [15.097, 12.856, 24.461], [14.082, 13.741, 18.467], [16.304, 18.212, 22.341], [12.396, 25.871, 24.138], [14.172, 22.037, 22.400], [15.523, 20.801, 19.891], [19.721, 13.363, 20.937], [17.374, 13.217, 24.570], [9.788, 24.745, 21.073], [21.549, 14.593, 14.389], [20.229, 17.315, 24.242], [11.653, 21.151, 22.337], [12.421, 12.852, 22.593], [10.329, 15.508, 22.125], [16.284, 17.720, 16.315], [10.289, 17.381, 15.120], [18.831, 18.900, 19.828], [19.513, 20.420, 14.630], [21.809, 21.537, 15.427], [17.790, 11.465, 15.690], [20.767, 20.677, 12.361], [12.170, 26.558, 22.388], [24.190, 17.374, 21.071], [13.943, 25.016, 21.478], [18.137, 10.010, 11.453], [16.333, 10.196, 11.783], [19.092, 11.146, 19.823], [11.027, 20.801, 20.655], [20.332, 23.187, 14.905], [22.849, 17.335, 24.778], [22.758, 19.695, 17.767], [23.604, 13.674, 14.481], [24.146, 12.883, 21.891], [16.756, 10.901, 24.437], [7.709, 14.280, 15.613], [22.927, 21.519, 19.116], [16.775, 14.262, 23.325], [14.329, 11.963, 23.123], [22.387, 12.206, 18.875], [24.989, 16.157, 23.003], [11.048, 23.432, 24.158], [16.920, 16.849, 12.667], [11.823, 11.731, 20.362], [20.354, 24.321, 18.514], [22.275, 16.099, 15.059], [10.010, 17.942, 21.145], [18.072, 16.683, 19.429], [11.438, 16.062, 19.495], [18.818, 24.823, 17.678], [14.691, 13.645, 23.018], [12.446, 22.407, 23.760], [15.659, 15.408, 19.108]], "gap_ev": 8.71, "smiles": "CC1(C)CCCC(C)(C)N1O.CC1(C)CCCC(C)(C)N1O.CC1(C)CCCC(C)(C)N1O.CC1(C)CCCC(C)(C)N1O.CC1(C)CCCC(C)(C)N1O.CC1(C)CCCC(C)(C)N1O.CC1(C)CCCC(C)(C)N1O.COC[C@H](C)N.COC[C@H](C)N.COC[C@H](C)N.COC[C@H](C)N", "mol_weight_g_mol": 1457.4, "multiplicity": 1, "e_lumo_ev": 0.4}